1.
The following is a DFT calculation (ωB97M-V with the def2-TZVPD basis set) of an isolated molecule of C2H4N2S2 in a non-equilibrium geometry.

Each line ends with the Löwdin charge.
Atoms and positions in Å:
C: -0.4768 -1.3075 0.3557  -0.43
C: 0.6182 0.8137 0.0013  -0.67
H: -1.8151 0.6610 -1.6169  -0.07
H: -1.3612 -2.1492 -0.1388  0.16
H: -1.0773 -2.0385 2.1685  0.16
H: 0.8176 1.4294 -0.8246  0.01
N: -0.0423 -0.3171 -0.5299  -0.51
N: -0.3315 -1.2415 1.6105  -0.02
S: -0.7770 -0.1476 -2.1806  0.76
S: 1.1022 1.1458 1.5997  0.60

HOMO-LUMO gap: 7.803 eV
SMILES string: [H]/N=C/N(S)C=S
Total energy: -984.36891 Eh
Energy relative to the best compared isomer or geometry (same formula, charge and spin): 3.972 eV

---

2.
The following is a DFT calculation (ωB97M-V with the def2-TZVPD basis set) of a structure of composition C21H29N3O2PPdS in a non-equilibrium geometry.

Each line ends with the Löwdin spin population.
Atoms and positions in Å:
Pd: -0.2586 0.7687 1.2284  1.43
O: 1.9548 4.3220 0.6483  0.03
C: 1.4869 3.2992 1.0584  0.01
N: 0.2175 2.7968 0.8516  0.17
C: -0.7916 3.6785 0.3794  0.01
O: -0.7276 4.8888 0.2970  0.03
C: -2.1544 2.9731 0.2120  0.01
C: -3.2064 3.7258 -0.3306  0.00
C: -4.4266 3.0941 -0.4493  0.00
C: -4.5038 1.7900 -0.0548  0.00
C: -3.3894 1.1397 0.3500  0.01
N: -2.2362 1.7360 0.5768  0.11
C: 2.3716 2.3320 1.8154  0.01
C: 3.6399 2.6897 2.1793  0.01
C: 4.4965 1.6593 2.5670  0.00
C: 3.9991 0.3175 2.6756  0.00
C: 2.6857 0.0664 2.3939  0.01
N: 1.9273 1.0833 1.9203  0.15
H: -2.9616 4.7338 -0.6214  0.00
H: -5.3141 3.5381 -0.8242  0.00
H: -5.4459 1.3007 -0.2673  0.00
H: -3.3577 0.0947 0.5591  0.00
H: 3.9675 3.7115 2.0696  0.00
H: 5.5922 1.8217 2.7356  0.00
H: 4.6698 -0.4677 3.0096  0.00
H: 2.2704 -0.9155 2.4724  0.00
S: -0.8265 -0.1728 3.0933  1.66
C: -2.1644 -2.7875 0.6674  0.01
C: -1.5230 -2.1755 -0.6952  0.02
C: -1.5186 -3.2343 -1.9065  0.01
P: 0.0349 -1.2144 -0.4485  0.19
C: 1.5207 -2.1545 -0.1021  0.03
C: 2.1103 -2.9660 -1.3382  0.01
C: 1.2781 -3.1550 1.1000  0.00
C: 0.1476 -0.3673 -2.0529  0.04
C: -1.1632 0.4295 -2.3904  0.00
C: 1.4632 0.4994 -2.0135  0.00
H: -3.2015 -3.0550 0.5142  0.00
H: -2.0431 -2.1193 1.5610  0.01
H: -1.6479 -3.7362 0.9805  0.00
H: -2.2511 -1.4367 -1.1009  0.00
H: -0.8053 -4.0565 -1.7592  0.00
H: -1.4066 -2.6707 -2.8479  0.00
H: -2.5769 -3.5982 -1.8986  0.00
H: 2.2490 -1.3415 0.0025  0.00
H: 3.1862 -2.9619 -1.2772  0.00
H: 1.8314 -2.4966 -2.2390  0.00
H: 1.6510 -3.9398 -1.3841  0.00
H: 0.6267 -3.9719 0.8739  0.00
H: 0.8175 -2.6782 1.9831  0.00
H: 2.2065 -3.6629 1.3816  0.00
H: 0.3471 -1.2034 -2.7977  0.01
H: -1.5046 0.8836 -1.5046  0.00
H: -1.9130 -0.2842 -2.7439  0.00
H: -0.9081 1.2255 -3.1177  0.00
H: 1.3948 1.3606 -1.3933  0.00
H: 1.6866 0.9172 -2.9613  0.00
H: 2.3970 -0.0535 -1.6369  0.00

HOMO-LUMO gap (alpha / beta): 8.633 / 6.493 eV
Total energy: -1999.47680 Eh
⟨S²⟩: 6.02
Charge: +1
Energy relative to the best compared isomer or geometry (same formula, charge and spin): 0.000 eV
Spin multiplicity: 5

---

3.
The following is a DFT calculation (ωB97M-V with the def2-TZVPD basis set) of a cluster of 2 separate species, C18H33N3O4P in total.

Each line ends with the Löwdin charge.
Atoms and positions in Å:
C: -1.9402 -1.9902 1.5517  -0.05
C: -2.5383 -1.1211 0.4527  -0.24
O: -1.8486 0.1200 0.3044  -0.15
C: -0.8807 0.0435 -0.7091  -0.21
C: 0.1168 1.2083 -0.6483  -0.24
C: 0.7151 1.2125 -2.0000  -0.26
N: 1.1161 1.2821 -3.0717  0.17
C: 1.1703 1.1763 0.5101  -0.48
C: 1.4749 -0.2060 0.8593  -0.25
N: 1.6809 -1.3053 1.1185  0.22
C: 0.6764 1.9874 1.7487  -0.15
C: -0.2567 1.2821 2.7331  -0.13
C: 0.4345 0.3915 3.7733  -0.17
O: 1.7786 0.8357 3.9769  -0.07
C: 2.5791 0.0272 4.7551  -0.51
C: 2.9268 -1.3107 4.1673  0.01
O: 3.0089 0.4403 5.7863  0.15
P: 2.8357 1.8775 -0.1443  1.01
C: 3.8960 1.7668 1.3599  -0.25
C: 2.4285 3.6773 -0.2047  -0.41
C: 3.3763 4.3988 -1.1886  -0.15
H: -0.8542 -1.8630 1.5617  0.05
H: -2.3380 -1.7067 2.5251  0.08
H: -2.1323 -3.0484 1.3725  0.08
H: -3.5758 -0.8648 0.6744  0.12
H: -2.5088 -1.6332 -0.5148  0.08
H: -0.3390 -0.9085 -0.6673  0.13
H: -1.3847 0.0997 -1.6852  0.13
H: -0.4277 2.1513 -0.5618  0.15
H: 0.1471 2.8503 1.3389  0.12
H: 1.5333 2.3801 2.2862  0.09
H: -0.8119 2.0580 3.2654  0.12
H: -0.9956 0.6853 2.2030  0.09
H: -0.0987 0.4508 4.7259  0.13
H: 0.4296 -0.6547 3.4549  0.09
H: 3.4132 -1.1775 3.1995  0.07
H: 2.0437 -1.9255 3.9958  0.08
H: 3.6070 -1.8135 4.8494  0.09
H: 3.3365 1.4427 2.2369  0.02
H: 4.7042 1.0607 1.1801  0.04
H: 4.3071 2.7538 1.5747  0.05
H: 1.3946 3.7854 -0.5414  0.07
H: 2.4836 4.1251 0.7888  0.08
H: 2.8520 4.6795 -2.1007  0.07
H: 3.8080 5.2904 -0.7363  0.07
H: 4.2065 3.7567 -1.4916  0.05
C: -1.7165 -2.6279 -4.5278  0.05
C: -2.8834 -2.9974 -3.6848  -0.39
O: -3.0262 -2.9125 -2.5169  0.20
N: -4.0848 -3.5796 -4.4489  0.09
C: -5.0523 -2.4982 -4.8641  0.04
H: -0.9829 -2.1285 -3.9013  0.11
H: -1.2743 -3.5287 -4.9609  0.12
H: -2.0127 -1.9657 -5.3438  0.11
H: -3.7834 -4.1141 -5.2654  0.18
H: -4.5467 -4.2035 -3.7827  0.18
H: -5.8847 -2.9639 -5.3830  0.11
H: -4.5385 -1.8054 -5.5239  0.11
H: -5.3947 -1.9967 -3.9640  0.11

HOMO-LUMO gap: 6.451 eV
Total energy: -1511.93816 Eh
Charge: +1
Energy relative to the best compared isomer or geometry (same formula, charge and spin): 0.000 eV

---

4.
The following is a DFT calculation (ωB97M-V with the def2-TZVPD basis set) of an isolated molecule of C3H6N2O2 in a non-equilibrium geometry.

Each line ends with the Löwdin charge.
Atoms and positions in Å:
C: 0.3676 0.8893 0.3148  -0.45
C: -0.9668 0.2399 0.6244  -0.05
C: 1.2157 -0.1910 0.0135  -0.51
H: -0.6318 0.8554 -1.2480  0.22
H: 0.9437 1.4131 0.9905  0.15
H: -0.8325 -0.1978 1.6148  0.13
H: -1.7890 0.8479 0.3723  0.11
H: -1.4768 -1.5161 -0.2796  0.07
H: 1.0357 -1.7902 -0.8459  0.15
N: -0.8952 -0.8102 -0.5478  0.01
N: 0.4426 -1.2835 -0.2149  0.08
O: 0.1585 1.6014 -0.7930  -0.02
O: 2.4283 -0.0582 -0.0010  0.11

HOMO-LUMO gap: 10.189 eV
SMILES string: O=C1NNC[C@@H]1O
Total energy: -377.78774 Eh
Energy relative to the best compared isomer or geometry (same formula, charge and spin): 4.669 eV

---

Copy entry 4 word for word.
The following is a DFT calculation (ωB97M-V with the def2-TZVPD basis set) of an isolated molecule of C3H6N2O2 in a non-equilibrium geometry.

Each line ends with the Löwdin charge.
Atoms and positions in Å:
C: 0.3676 0.8893 0.3148  -0.45
C: -0.9668 0.2399 0.6244  -0.05
C: 1.2157 -0.1910 0.0135  -0.51
H: -0.6318 0.8554 -1.2480  0.22
H: 0.9437 1.4131 0.9905  0.15
H: -0.8325 -0.1978 1.6148  0.13
H: -1.7890 0.8479 0.3723  0.11
H: -1.4768 -1.5161 -0.2796  0.07
H: 1.0357 -1.7902 -0.8459  0.15
N: -0.8952 -0.8102 -0.5478  0.01
N: 0.4426 -1.2835 -0.2149  0.08
O: 0.1585 1.6014 -0.7930  -0.02
O: 2.4283 -0.0582 -0.0010  0.11

HOMO-LUMO gap: 10.189 eV
SMILES string: O=C1NNC[C@@H]1O
Total energy: -377.78774 Eh
Energy relative to the best compared isomer or geometry (same formula, charge and spin): 4.669 eV

---

Number 4 is which compound? C3H6N2O2

---

Among the records above, which one has the highest total energy? C3H6N2O2

---

Among the records above, which one has the highest energy relative to the best compared isomer or geometry (same formula, charge and spin)? C3H6N2O2